Entry 1:
Density functional theory data (the ωB97M-V functional and the def2-TZVPD basis) for CHCrO3 as an isolated structure in a non-equilibrium geometry.

Output
multiplicity	5
F_max	3.4	eV/A
<S²>	6.03
LUMO (spin up / spin down)	-7.77 / -7.05	eV
total charge	+1
HOMO-LUMO gap (spin up / spin down)	8.279 / 9.059	eV
ΔE to the lowest compared entry with this formula, charge and spin	14.9	kcal/mol

Positions of all 6 atoms, in Å:
1 C -0.64667 0.40688 0.17128
2 O -1.59917 0.24584 0.87713
3 O 0.32287 -0.86802 -0.22250
4 Cr 1.73472 0.39344 -1.00485
5 H 0.17591 -1.53574 0.45316
6 O 0.01234 1.35760 -0.27422

***

Entry 2:
Density functional theory data (the ωB97M-V functional and the def2-TZVPD basis) for C25H44AuN2P2SSi3 as an isolated structure.

Output
multiplicity	1
F_max	0.6	eV/A
LUMO	-4.05	eV
total charge	+1
HOMO-LUMO gap	6.390	eV
ΔE to the lowest compared entry with this formula, charge and spin	1.0	kcal/mol

Positions of all 78 atoms, in Å:
1 H -3.70564 -2.70649 0.03686
2 C -2.79139 0.68641 3.52229
3 H -2.95188 -2.41523 2.29187
4 H 3.22927 -1.69317 -6.05441
5 N 1.07445 0.08305 2.14537
6 C 0.34437 0.05494 4.40649
7 H 2.43009 2.48587 -0.26782
8 H -1.84139 -1.15235 -2.66030
9 C -4.61811 -0.14353 0.79496
10 C 1.95773 -1.03418 -2.98785
11 C 0.07324 0.00650 3.04422
12 H 5.25361 -0.78592 -4.96094
13 H -2.87875 4.10635 0.78770
14 N 3.00079 -1.96330 -0.07496
15 H 3.12186 0.16098 1.86199
16 C 2.64208 1.88432 -1.15508
17 H -0.52719 1.87097 -1.90822
18 C 2.33779 0.16266 2.59180
19 Si -1.66252 -0.26865 2.37526
20 C -1.52210 0.28538 0.60033
21 C -0.97327 2.68525 -1.33306
22 H 3.70204 0.26881 4.21551
23 H -4.60620 -0.77743 1.68271
24 H -1.85267 3.02606 -1.88200
25 H -4.82142 0.88244 1.10171
26 Si -3.08502 -0.33911 -0.27660
27 C -0.16328 2.95529 1.58107
28 H -0.62363 -3.37559 -1.60100
29 H -0.47923 -0.00607 5.10560
30 H -3.41239 2.80686 1.84787
31 C -1.94882 -2.10568 2.58576
32 H -0.25801 3.51047 -1.31716
33 C 1.64337 0.17099 4.86492
34 H 1.85920 0.20704 5.92440
35 H -2.45509 1.71529 3.66080
36 C 0.40665 -3.02780 -1.59439
37 H 5.19500 0.56615 -0.68982
38 H 5.17866 -0.03997 -2.63659
39 C -2.99561 -2.19610 -0.61679
40 H -0.20014 4.03802 1.43215
41 C 3.09326 -0.51878 -2.37503
42 P 2.87402 0.09018 -0.68587
43 H -1.23074 -2.68899 2.00482
44 H -0.85266 0.04748 -3.53209
45 H -5.46147 -0.47549 0.18132
46 C 2.00460 -1.45296 -4.31644
47 H -2.79164 0.20265 4.50294
48 C 4.32519 -0.85476 -4.41016
49 H -3.27970 -2.45341 -1.63999
50 C 3.19036 -1.36252 -5.02566
51 H 4.44736 1.25728 0.73231
52 H -3.82370 0.70900 3.17842
53 H 1.13133 -1.86481 -4.80423
54 H 0.86479 2.63792 1.39958
55 H 0.97800 -3.57024 -2.34819
56 C 3.21704 -2.51416 0.95298
57 Si -1.43386 2.18008 0.42814
58 H 4.85480 -0.49346 0.68473
59 C 2.66171 0.21580 3.92931
60 H -2.01848 -2.62453 -0.40308
61 C -3.54330 0.60678 -1.84104
62 S 3.51837 -3.22079 2.35421
63 H -0.79314 -1.67002 -3.98201
64 H -4.27559 0.01687 -2.39993
65 H -1.81803 -2.37364 3.63708
66 Au 0.58043 -0.17452 0.04423
67 H -0.38829 2.76608 2.63375
68 H -4.03599 1.54390 -1.57662
69 H -2.72826 0.85693 -2.51356
70 P 0.46206 -1.25802 -2.00226
71 C 4.27928 -0.43240 -3.09067
72 H 1.81168 1.99520 -1.85239
73 C -0.89206 -0.97191 -3.15061
74 H 3.54269 2.27893 -1.63121
75 H 0.87046 -3.20258 -0.62692
76 C 4.49290 0.35916 0.11825
77 H -3.85423 2.79604 0.13856
78 C -3.05561 3.02816 0.84268

***

Entry 3:
Density functional theory data (the ωB97M-V functional and the def2-TZVPD basis) for a 2-piece molecular cluster, O4S2 overall in a non-equilibrium geometry.

Output
multiplicity	3
F_max	2.3	eV/A
<S²>	2.01
LUMO (spin up / spin down)	-1.32 / -4.46	eV
HOMO-LUMO gap (spin up / spin down)	7.579 / 7.327	eV
ΔE to the lowest compared entry with this formula, charge and spin	5.4	kcal/mol

Positions of all 6 atoms, in Å:
1 S -1.30305 0.39114 -0.30482
2 O 0.96105 0.60895 -0.74560
3 O 2.25724 -1.34942 0.00173
4 O -0.75245 0.00658 1.03589
5 O -2.77270 0.45781 -0.31763
6 S 1.60991 -0.11505 0.33042

***

Entry 4:
Density functional theory data (the ωB97M-V functional and the def2-TZVPD basis) for C56H43IN6O4P3Se2Tl as an isolated structure in a non-equilibrium geometry.

Output
multiplicity	1
F_max	1.2	eV/A
LUMO	3.07	eV
total charge	-2
HOMO-LUMO gap	5.011	eV
ΔE to the lowest compared entry with this formula, charge and spin	21.8	kcal/mol

Positions of all 116 atoms, in Å:
1 C 0.28953 -3.31616 1.63834
2 C 2.49468 5.03457 -1.84276
3 N -0.04025 0.44559 -3.41758
4 C -6.02490 2.11243 0.46607
5 O -5.01885 3.73733 -4.06310
6 C 2.25968 0.66277 -7.19697
7 C 1.38770 2.19860 3.92168
8 H 1.82016 4.28119 6.56027
9 H 1.39249 4.32789 4.12160
10 C 1.85737 2.13575 6.65691
11 H 0.55737 -6.61765 2.37233
12 C 3.17405 -1.00858 3.27605
13 C 3.62072 -2.31789 3.39669
14 C 3.23203 2.94084 -2.76501
15 H 1.65684 0.80411 -8.08693
16 P 1.44142 0.72071 -3.19720
17 H 4.38825 0.12069 -4.03486
18 H -5.39461 -0.26541 -4.10487
19 N 1.54450 0.53734 1.31123
20 C 5.82334 -1.65110 2.70188
21 C 0.86247 -4.57514 1.78411
22 H -7.91835 2.48958 -0.47127
23 C 1.71446 -1.62299 -1.80105
24 H 1.82090 -0.00431 6.44629
25 C 2.37998 -0.44093 -2.10888
26 H -2.60682 -2.89559 -2.65902
27 H -2.22705 -3.88814 -4.92873
28 C 2.29043 -2.56568 -0.96271
29 C -1.22948 -5.42858 2.55836
30 H 1.90773 -4.70885 1.52827
31 Se 0.61510 -2.12968 4.93130
32 C 4.93980 -2.64038 3.10243
33 H 0.41122 5.13036 -1.32700
34 P -1.89024 -1.43599 1.66437
35 C -4.63400 2.11088 0.28896
36 H 4.15749 0.70878 -1.73902
37 H -0.06249 2.81757 -2.08016
38 O -2.97035 3.27770 -3.27884
39 C 2.43206 0.60482 -4.78346
40 C -1.79226 -4.17545 2.40559
41 C -4.15450 3.31189 -3.09262
42 H -2.84415 -4.04688 2.61709
43 C -3.65550 -2.58233 -5.86190
44 Se -3.39351 -2.06811 0.25726
45 C 0.11234 -5.63629 2.25433
46 H 0.71774 -1.75558 -2.20706
47 H 5.27275 -3.66776 3.18824
48 C 1.20833 4.52137 -1.73551
49 C 4.05874 -0.02114 2.84582
50 H 1.20355 2.22564 2.85596
51 C 1.95233 2.40765 -2.63751
52 H 6.05730 0.43426 2.23967
53 H -4.77969 -1.91233 5.60817
54 H 2.70569 6.05002 -1.52765
55 H 3.70773 0.99119 2.70325
56 C -2.42550 0.48886 5.23485
57 C 1.52258 0.97553 4.57079
58 P 1.42213 -0.62685 3.67767
59 H -6.83525 3.19669 -2.62713
60 C 3.60980 0.35484 -7.31611
61 H -3.78713 0.00443 6.82182
62 C -1.04065 -3.08431 1.96479
63 H 0.62302 0.99262 -5.81782
64 C -3.76207 1.58624 1.44171
65 C -4.70528 -1.07329 -4.32390
66 N -4.07469 2.49567 -0.84734
67 I -5.69991 -0.75386 -7.16199
68 C -6.24984 2.89605 -1.77236
69 O -2.80734 0.86195 1.09118
70 C -6.84017 2.49619 -0.57601
71 C -3.42431 -0.26174 5.83575
72 O -4.15421 1.90761 2.57399
73 C -4.86697 2.90164 -1.83370
74 H -2.00234 1.34697 5.74156
75 C 3.78146 0.29222 -4.91662
76 C -2.49126 -0.94755 3.30679
77 H 4.50934 4.64146 -2.47308
78 C 4.22309 -1.16504 -0.72189
79 C -3.98131 -1.33568 5.15644
80 H 4.06242 0.24265 -8.29474
81 H 3.99246 -3.05845 0.26017
82 C 4.37021 0.17184 -6.17044
83 C -3.52457 -1.66979 3.89024
84 C 0.71827 -0.21699 2.07773
85 C 3.54770 -2.33871 -0.41757
86 H 2.92476 -3.07825 3.73144
87 Tl -2.00967 0.46810 -1.86945
88 C 0.94066 3.22471 -2.14467
89 C 1.74918 0.95273 5.94453
90 H -3.51106 -2.96644 -6.86269
91 C 1.73627 3.35554 6.00390
92 H -3.99518 -2.47282 3.33869
93 H -6.41262 1.79937 1.42429
94 C 3.50633 4.24358 -2.36772
95 C -3.14709 -2.54161 -3.53101
96 H -4.45039 3.91906 -4.82664
97 C 1.49692 3.38317 4.63897
98 N -4.00342 -1.55290 -3.30575
99 N 0.95026 0.73425 0.15948
100 H 1.74215 -3.46484 -0.70615
101 N -0.23285 0.14559 0.14290
102 C -4.55586 -1.55924 -5.61397
103 C -1.96904 0.15162 3.97359
104 H 4.03138 2.34216 -3.18287
105 H 2.02715 2.10521 7.72623
106 H 5.42474 -0.06682 -6.25066
107 H 0.90710 -2.52299 1.24073
108 C 5.37782 -0.34121 2.57117
109 C 3.64095 -0.22554 -1.56178
110 C -0.42205 -0.46193 1.31464
111 C -2.94056 -3.08731 -4.79023
112 H -1.23131 0.77426 3.48526
113 C 1.68003 0.78282 -5.94321
114 H 5.19500 -0.97265 -0.28365
115 H 6.85460 -1.89898 2.48023
116 H -1.84522 -6.25248 2.89874

***

Entry 5:
Density functional theory data (the ωB97M-V functional and the def2-TZVPD basis) for a 6-piece molecular cluster, C24H55N3O8 overall in a non-equilibrium geometry.

Output
multiplicity	1
F_max	3.6	eV/A
LUMO	-1.26	eV
HOMO-LUMO gap	4.464	eV
ΔE to the lowest compared entry with this formula, charge and spin	0.0	kcal/mol

Positions of all 90 atoms, in Å:
1 H 0.02735 4.87817 -3.18776
2 H -4.18371 2.98612 1.33226
3 C -1.85490 -0.78835 -0.03807
4 O 5.87238 0.12750 4.53112
5 C -2.92196 -1.86366 0.16565
6 C 3.92431 -1.96947 1.82888
7 H -3.55111 -3.31070 -4.62190
8 H -1.89630 -3.45406 -0.87103
9 H -3.50498 -0.55349 -3.59569
10 H -0.81463 3.74416 0.91029
11 H 3.04055 0.21572 0.84248
12 C -2.73363 -2.77088 -1.01324
13 C 3.57117 -0.33417 0.06520
14 H -2.99697 1.62770 1.60254
15 H -2.10646 4.31400 -0.20151
16 H -1.26238 0.79012 3.81855
17 H -3.60762 -3.41866 -1.08125
18 O -5.74382 1.05881 0.27662
19 H -1.12388 2.51150 -1.74264
20 H 4.04717 -3.73526 -0.09079
21 C -1.89966 -4.48943 -5.13967
22 O -5.60877 0.29581 2.30712
23 C 4.79268 -0.16847 5.11087
24 H 3.17794 -1.57822 2.52022
25 C 1.72347 -1.96019 0.34362
26 H -2.68367 -2.44940 1.05347
27 H -1.46213 -1.93138 -4.14902
28 C -1.45038 -0.85463 -1.52971
29 H 2.20427 3.08892 0.53881
30 H 5.12118 -2.33431 -0.78464
31 H 2.25318 -4.73679 -0.12477
32 C -2.63103 -3.66369 -4.15611
33 H -0.93462 -0.94030 0.52593
34 H 0.21437 0.95077 4.76126
35 H -2.93898 -4.41334 -3.42721
36 H -3.91717 -1.42397 0.23153
37 H -1.63529 -3.77335 -5.91777
38 H 1.06270 3.94419 1.99412
39 H -0.93437 -4.92740 -4.88574
40 C 3.51202 0.73532 4.81495
41 N -0.14559 4.21276 -1.12500
42 H 0.41889 2.08290 -0.73741
43 H -0.81155 -3.18768 -3.00103
44 H 4.63997 -0.13061 0.13117
45 H -4.07735 2.14508 2.79008
46 H -2.39125 -5.39527 -5.49446
47 C -3.64526 -1.13943 -2.68734
48 H 3.49190 -2.73213 -1.46436
49 H 4.04347 -3.01284 2.12092
50 H 0.10654 -3.48136 0.70856
51 C -1.69198 -2.66842 -3.37958
52 C -1.06497 4.42792 0.09918
53 H -4.45757 -1.86224 -2.76351
54 H -1.67539 0.03823 -2.11305
55 H 3.03749 4.56755 0.50150
56 O 0.41566 0.97567 1.53232
57 O 1.45400 4.72922 1.60398
58 C 2.03060 4.15831 0.41909
59 C 0.35950 1.50064 2.64034
60 H -2.21441 0.23174 0.09707
61 O 1.56168 -4.14455 -0.42921
62 H 1.91097 4.49351 -1.69159
63 H -0.73629 6.03397 -2.13971
64 C 1.19020 -3.37675 0.65520
65 C -0.07320 2.67912 -1.50582
66 O 4.78891 -1.12236 5.96611
67 H -0.19372 -0.41809 3.52784
68 H 0.58893 2.62418 -2.36991
69 H 1.15073 5.73250 -0.71942
70 H 3.42150 1.26489 3.86655
71 C -0.18322 0.63846 3.79561
72 C 4.14160 -2.77092 -0.59001
73 C -4.02308 1.97800 1.71433
74 H 4.84851 -1.39627 1.90235
75 H 2.53854 0.26594 4.95682
76 H 3.12842 -0.12891 -0.90944
77 H 3.41899 1.49692 5.58916
78 H -0.83092 5.47550 0.28862
79 H -1.70190 4.56761 -2.44225
80 H -3.94937 -0.36309 -1.98527
81 C 1.28670 4.65505 -0.81278
82 N 3.29617 -1.82292 0.42717
83 H 1.67274 -3.84010 1.51576
84 O 0.74745 2.68368 2.89087
85 N -2.39038 -1.90337 -2.21495
86 H -0.40918 -1.13889 -1.68199
87 C -5.20818 1.03522 1.43441
88 H 1.33559 -1.29490 1.11501
89 C -0.69134 4.97027 -2.37344
90 H 1.39440 -1.75884 -0.67583